--- w ---
ORCA calculation (wB97M-V/def2-TZVPD) on the molecule C4H10N2.

```
16
C4H10N2 | the Open Molecules 2025 dataset | wB97M-V/def2-TZVPD
C -2.56282 0.47456 -0.04914
N -1.40772 -0.30517 0.60115
N -0.37370 0.51073 0.28147
C 0.80443 0.08449 0.03465
C 1.19917 -1.37173 0.00477
C 1.88376 1.10413 -0.14259
H -3.45558 -0.09773 0.19723
H -2.60983 1.43380 0.46154
H -2.53703 0.60986 -1.13863
H -1.30631 -1.27824 0.30549
H 1.02526 -1.84029 0.97771
H 2.25427 -1.47827 -0.23990
H 0.60903 -1.92176 -0.73568
H 2.64490 0.99876 0.63633
H 1.45745 2.10136 -0.08358
H 2.37473 0.97549 -1.11082
```

Computed properties:
- total charge = 0
- SMILES string = CNN=C(C)C
- orbital gap (eV) = 9.49


--- x ---
ORCA calculation (wB97M-V/def2-TZVPD) on a cluster of 2 separate species, C4H10N2 in total.

```
16
C4H10N2 | the Open Molecules 2025 dataset | wB97M-V/def2-TZVPD
C 0.74075 0.16237 -0.31508
N 1.67851 -0.54844 0.46040
N 0.50452 1.53008 0.27900
C 0.60536 0.05929 -1.65299
H 2.27890 -1.12755 -0.11221
H 1.23426 -1.08801 1.19097
H 1.37579 1.93777 0.62592
H 0.06539 2.15627 -0.39326
H 0.88684 -0.85390 -2.15479
H 0.09825 0.81199 -2.23902
C -1.15126 -0.36489 1.09401
C -2.00737 -0.94731 0.26165
H -2.87071 -1.53806 0.56896
H -1.34228 -0.51558 2.16529
H -0.25249 1.23168 1.04037
H -1.84448 -0.90571 -0.81922
```

Computed properties:
- total charge = 0
- orbital gap (eV) = 7.57


--- y ---
ORCA calculation (wB97M-V/def2-TZVPD) on a cluster of 3 separate species, C4H10N2 in total.

```
16
C4H10N2 | the Open Molecules 2025 dataset | wB97M-V/def2-TZVPD
C -0.40978 0.71394 0.24573
C 0.61497 2.43517 -0.71674
N -0.04180 0.08697 -0.87260
N 1.05584 -0.57962 -0.87466
C -1.29269 -1.26915 0.89754
C -0.73622 -2.46818 0.87377
H 1.62067 -0.70696 -0.03900
H 1.29009 -1.07382 -1.71971
H -1.36266 1.20679 0.23347
H 0.18655 0.74012 1.15018
H -2.17846 -1.06593 1.50419
H 1.67260 2.23360 -0.56745
H 0.33670 2.56855 -1.75695
H 0.20927 3.19785 -0.05674
H -1.08476 -3.32000 1.46543
H 0.11969 -2.69934 0.23353
```

Computed properties:
- total charge = 0
- orbital gap (alpha / beta) (eV) = 7.02 / 7.37


--- z ---
ORCA calculation (wB97M-V/def2-TZVPD) on a cluster of 2 separate species, C4H10N2 in total.

```
16
C4H10N2 | the Open Molecules 2025 dataset | wB97M-V/def2-TZVPD
C 0.90233 1.39640 0.16495
C 0.19618 0.03546 0.49006
C -2.02887 0.02731 -0.76577
C -1.21677 -0.58524 0.38787
N 1.13104 0.03993 -0.53545
N 2.43098 -0.58472 -0.26145
H 0.47201 2.19549 -0.47924
H 1.53297 1.97050 0.81080
H 0.74350 -0.58838 1.90388
H -3.04915 -0.34563 -0.90456
H -1.28769 -0.17609 -1.58740
H -1.95435 1.11164 -0.68997
H -1.15504 -1.69690 0.36958
H -1.61613 -0.36705 1.38396
H 2.54120 -1.29828 -0.94503
H 2.35778 -1.13444 0.65776
```

Computed properties:
- total charge = 0
- orbital gap (eV) = 10.27


w ends up most stable, edging out the next structure by 320.3 kJ/mol.


--- w ---
ORCA calculation (wB97M-V/def2-TZVPD) on a cluster of 2 separate species, C4H10N2 in total.

```
16
C4H10N2 | the Open Molecules 2025 dataset | wB97M-V/def2-TZVPD
H -2.80647 -1.63155 0.19858
N -2.27395 -0.80375 0.43999
C -1.63292 -0.29315 -0.52548
N -0.93155 0.85341 -0.39083
C -0.74289 1.47224 0.89686
H -1.60658 -0.68060 -1.55611
H -0.28199 1.10137 -1.11842
H 0.23326 1.22568 1.32386
H -1.52372 1.09209 1.55076
H -0.82836 2.55561 0.80419
C 1.58739 -1.26632 -0.30644
C 2.54340 -0.36373 -0.23360
H 1.37359 -1.79597 -1.22090
H 0.96907 -1.51823 0.53925
H 3.15934 -0.11163 -1.08196
H 2.76239 0.16453 0.68025
```

Computed properties:
- total charge = 0
- SMILES string = [H]/N=C/NC.C=C
- orbital gap (eV) = 9.79


--- x ---
ORCA calculation (wB97M-V/def2-TZVPD) on the molecule C4H10N2.

```
16
C4H10N2 | the Open Molecules 2025 dataset | wB97M-V/def2-TZVPD
N -0.96119 -2.85788 -0.36908
C -1.02784 -1.58147 0.22760
C -0.02360 -0.71711 0.34308
C -0.32216 0.74634 0.65356
C 0.24941 1.64514 -0.41399
N 1.70434 1.65005 -0.37295
H -0.60497 -2.93257 -1.30611
H -0.67194 -3.66652 0.15733
H -2.01168 -1.28393 0.60251
H 1.04838 -0.89327 0.26591
H -1.39730 0.86836 0.70361
H 0.07922 0.97455 1.64897
H -0.05449 1.23753 -1.39218
H -0.17702 2.65294 -0.43836
H 2.02514 1.76245 0.58344
H 2.14570 2.39539 -0.89333
```

Computed properties:
- total charge = 0
- SMILES string = N/C=C/CCN
- orbital gap (eV) = 10.05


x ends up most stable, edging out the next structure by 7.9 kJ/mol.


--- w ---
ORCA calculation (wB97M-V/def2-TZVPD) on a cluster of 2 separate species, C4H10N2 in total.

```
16
C4H10N2 | the Open Molecules 2025 dataset | wB97M-V/def2-TZVPD
C -1.91599 1.98926 1.17306
N -0.71216 2.41152 1.33607
C -0.01996 1.79247 2.61605
H -2.21337 1.91537 0.15208
H -2.51544 1.56542 2.02651
H -0.75441 1.07487 3.23405
H 0.38774 2.64270 3.06317
H 0.88967 1.16279 2.35980
C 2.17084 -1.61212 -2.06219
N 1.18743 -2.08081 -2.68141
C -0.16841 -2.05914 -2.11260
H 3.17893 -2.01499 -2.11135
H 1.96549 -0.74987 -1.34673
H -0.73318 -2.99496 -1.94488
H -0.75442 -1.40666 -2.66760
H 0.00723 -1.63583 -1.03405
```

Computed properties:
- total charge = 0
- SMILES string = C=NC.C=NC
- orbital gap (eV) = 9.79


--- x ---
ORCA calculation (wB97M-V/def2-TZVPD) on the molecule C4H10N2.

```
16
C4H10N2 | the Open Molecules 2025 dataset | wB97M-V/def2-TZVPD
N 1.52576 -0.74696 1.62930
C 0.62239 -0.73047 0.38065
C -0.86397 -0.42540 0.61716
C -0.72077 0.75781 -0.42060
N -1.35974 0.56754 -1.71680
C 0.78036 0.55526 -0.38787
H 1.41816 -1.63821 2.11835
H 2.50583 -0.89078 1.25617
H 0.80036 -1.58928 -0.22065
H -1.50848 -1.29892 0.26593
H -1.16065 -0.03413 1.61853
H -1.03045 1.69050 0.05916
H -2.35251 0.51573 -1.64958
H -1.24102 1.35612 -2.35722
H 1.30521 0.54785 -1.40882
H 1.27952 1.36334 0.21630
```

Computed properties:
- total charge = 0
- SMILES string = N[C@H]1C[C@H](N)C1
- orbital gap (eV) = 10.32


--- y ---
ORCA calculation (wB97M-V/def2-TZVPD) on a cluster of 2 separate species, C4H10N2 in total.

```
16
C4H10N2 | the Open Molecules 2025 dataset | wB97M-V/def2-TZVPD
C -1.67898 -0.73519 2.21566
C -1.55445 -0.17042 0.93688
N -2.32605 -0.33622 -0.15240
H -1.21535 -1.66572 2.50098
H -2.07815 -0.06516 2.97684
H -0.86804 0.66504 0.75079
H -1.95117 -0.16409 -1.07727
H -3.27226 -0.67498 -0.15835
C 1.98831 1.42913 -1.55600
C 1.42091 0.41271 -0.91622
N 1.95105 -0.84397 -0.56641
H 3.06404 1.43558 -1.75751
H 1.41619 2.19049 -2.08006
H 0.33823 0.42961 -0.88871
H 2.96585 -0.84854 -0.64452
H 1.79988 -1.05827 0.41632
```

Computed properties:
- total charge = 0
- SMILES string = C=CN.C=CN
- orbital gap (eV) = 7.36


x ends up most stable, edging out the next structure by 254.0 kJ/mol.